Record 1
{"formula": "C22H16F5N2O5Pt", "method": "ωB97M-V/def2-TZVPD", "symbols": ["Pt", "O", "C", "C", "C", "C", "C", "C", "C", "O", "N", "O", "O", "H", "H", "H", "H", "C", "N", "C", "C", "C", "C", "C", "C", "C", "C", "H", "H", "H", "H", "H", "H", "H", "H", "H", "H", "H", "H", "F", "C", "C", "F", "C", "F", "C", "O", "C", "F", "C", "F"], "coordinates": [[-0.1564, 0.1382, -0.2577], [-1.6379, -1.1452, -0.8969], [-2.7823, -1.1178, -0.4263], [-3.5229, 0.0050, 0.0617], [-4.9062, -0.1717, 0.1697], [-5.7191, 0.8682, 0.5332], [-5.1714, 2.1383, 0.8325], [-3.8304, 2.3311, 0.7807], [-2.9172, 1.2712, 0.4237], [-1.6826, 1.4806, 0.4669], [-7.1468, 0.6660, 0.6097], [-7.5943, -0.4449, 0.3650], [-7.8463, 1.6194, 0.9184], [-3.3231, -2.0758, -0.4218], [-5.3506, -1.1315, -0.0615], [-5.8424, 2.9400, 1.1060], [-3.3895, 3.2889, 1.0210], [0.0418, -2.6839, 1.9996], [0.8669, -1.5033, 1.9113], [0.9933, -0.8258, 3.1817], [2.1505, -1.7839, 1.2991], [2.1286, -1.8349, -0.2184], [3.0966, -2.6170, -0.8434], [3.1902, -2.6917, -2.2250], [2.2895, -1.9777, -2.9991], [1.3235, -1.1920, -2.3832], [1.2258, -1.0889, -0.9911], [0.4658, -3.4430, 2.6841], [-0.0624, -3.1309, 1.0090], [-0.9534, -2.4145, 2.3600], [1.5451, -1.4238, 3.9312], [-0.0009, -0.6140, 3.5793], [1.5089, 0.1226, 3.0298], [2.5501, -2.7412, 1.6799], [2.8466, -0.9985, 1.5994], [3.7964, -3.1773, -0.2297], [3.9559, -3.3021, -2.6890], [2.3379, -2.0290, -4.0811], [0.6309, -0.6324, -3.0017], [4.8469, 3.9473, -2.7581], [3.9769, 3.2833, -1.9759], [2.6148, 3.4747, -2.1184], [2.1661, 4.3323, -3.0494], [1.7194, 2.8029, -1.3093], [0.4120, 3.0115, -1.5105], [2.1325, 1.9107, -0.3038], [1.3224, 1.2902, 0.5162], [3.5223, 1.7477, -0.1949], [4.0110, 0.9125, 0.7379], [4.4246, 2.4079, -1.0063], [5.7425, 2.2021, -0.8544]], "lumo_ha": 0.0725, "homo_lumo_gap_ev": 6.7, "charge": -1, "e_above_lowest_ev": 0.000}

---

Record 2
{"formula": "C25H58ClIN8O8P", "method": "ωB97M-V/def2-TZVPD", "symbols": ["C", "C", "N", "C", "C", "N", "I", "C", "C", "P", "O", "Cl", "C", "O", "H", "H", "H", "H", "H", "H", "H", "H", "H", "H", "H", "H", "H", "H", "H", "H", "C", "C", "O", "N", "C", "H", "H", "H", "H", "H", "H", "H", "C", "C", "O", "N", "C", "H", "H", "H", "H", "H", "H", "H", "C", "C", "O", "N", "C", "H", "H", "H", "H", "H", "H", "H", "C", "C", "O", "N", "C", "H", "H", "H", "H", "H", "H", "H", "C", "C", "O", "N", "C", "H", "H", "H", "H", "H", "H", "H", "C", "C", "O", "N", "C", "H", "H", "H", "H", "H", "H", "H"], "coordinates": [[4.5768, -2.6157, -1.3883], [3.5308, -3.5760, -0.8245], [2.7283, -4.1741, -1.8941], [1.3212, -3.9651, -1.8010], [0.8418, -2.5734, -2.2942], [0.7559, -1.6885, -1.0941], [0.7713, 0.3400, -1.6030], [-0.3303, -2.1318, -0.1330], [0.0589, -1.7833, 1.2903], [-2.0920, -1.6027, -0.4194], [-2.1864, -1.3270, -2.0326], [-2.2154, 0.3086, 0.3901], [-0.3787, -3.6811, -0.2393], [0.8705, -4.2234, -0.5008], [4.9295, -2.9594, -2.3513], [4.1815, -1.6128, -1.4875], [5.3876, -2.5441, -0.6792], [2.9443, -3.0342, -0.0898], [4.0600, -4.3412, -0.2717], [3.0635, -3.8297, -2.7777], [0.8271, -4.6841, -2.4559], [-0.0935, -2.6256, -2.8288], [1.6116, -2.1738, -2.9366], [1.6378, -1.8317, -0.6008], [0.8593, -2.4494, 1.5909], [-0.8132, -1.9982, 1.8975], [0.3915, -0.7587, 1.3937], [-3.1402, -1.3320, -2.2185], [-0.6939, -4.0450, 0.7283], [-1.1219, -4.0188, -0.9634], [4.4845, 1.9258, 0.2290], [5.5611, 0.8703, 0.2395], [5.3582, -0.3274, 0.4291], [6.8191, 1.3087, 0.0082], [7.2624, 2.6733, -0.2498], [3.5195, 1.4708, 0.4371], [4.6830, 2.6761, 0.9897], [4.4437, 2.4137, -0.7396], [7.5100, 0.5767, 0.0237], [7.7515, 2.7255, -1.2233], [7.9804, 2.9794, 0.5125], [6.4258, 3.3628, -0.2438], [4.7346, 7.0601, -1.6346], [4.0199, 5.8853, -1.0067], [4.6007, 4.8304, -0.7828], [2.7172, 6.0503, -0.6939], [1.8935, 7.2295, -0.8895], [5.7637, 6.7770, -1.8218], [4.2691, 7.3350, -2.5809], [4.7241, 7.9207, -0.9661], [2.2940, 5.2468, -0.2514], [1.5188, 7.5819, 0.0724], [1.0378, 6.9876, -1.5221], [2.4589, 8.0251, -1.3581], [-2.1053, -4.6247, 4.4873], [-2.6122, -3.2290, 4.2228], [-2.0682, -2.4814, 3.4102], [-3.6918, -2.8148, 4.9098], [-4.4650, -3.5456, 5.9046], [-1.2376, -4.8040, 3.8625], [-1.8127, -4.7367, 5.5306], [-2.8692, -5.3634, 4.2473], [-3.9781, -1.8760, 4.6832], [-5.4998, -3.6362, 5.5757], [-4.4495, -3.0099, 6.8533], [-4.0585, -4.5373, 6.0566], [2.3631, 4.4722, 4.3448], [1.4268, 4.3676, 3.1654], [1.8131, 4.5706, 2.0237], [0.1349, 4.0486, 3.4216], [-0.4849, 3.7914, 4.7127], [3.3481, 4.7357, 3.9780], [2.0276, 5.2446, 5.0364], [2.4277, 3.5206, 4.8723], [-0.4416, 3.9991, 2.5980], [-0.9077, 2.7879, 4.7327], [-1.2901, 4.5065, 4.8880], [0.2411, 3.8827, 5.5106], [-8.0152, 2.1747, -0.8412], [-7.1519, 0.9823, -0.5061], [-7.6215, -0.0869, -0.1645], [-5.8010, 1.1378, -0.6000], [-5.0407, 2.3135, -0.9872], [-9.0532, 1.8901, -0.7193], [-7.7988, 3.0087, -0.1734], [-7.8560, 2.4899, -1.8726], [-5.2902, 0.3057, -0.3566], [-4.4317, 2.0864, -1.8646], [-4.3742, 2.6019, -0.1729], [-5.6891, 3.1483, -1.2225], [-2.8723, -5.9949, -5.2542], [-2.3013, -4.8799, -4.4182], [-1.3304, -5.0351, -3.6865], [-2.8845, -3.6610, -4.4915], [-4.0180, -3.2347, -5.3005], [-2.2885, -6.8906, -5.0788], [-3.9080, -6.1907, -4.9782], [-2.8231, -5.7452, -6.3137], [-2.4414, -2.9904, -3.8854], [-3.7190, -2.4214, -5.9625], [-4.8240, -2.8761, -4.6584], [-4.3915, -4.0541, -5.9012]], "lumo_ha": -0.1549, "homo_lumo_gap_ev": 6.6, "charge": 1}

---

Record 3
{"formula": "C7H7N4PmSSbSe4", "method": "ωB97M-V/def2-TZVPD", "symbols": ["Pm", "N", "C", "S", "N", "N", "C", "C", "C", "C", "C", "C", "N", "H", "H", "H", "H", "H", "H", "H", "Se", "Sb", "Se", "Se", "Se"], "coordinates": [[0.9396, 0.1375, 0.3915], [-3.3892, 0.5114, 2.8015], [-2.2587, 0.4014, 2.2781], [-0.7861, 0.7813, 3.0790], [-2.6732, 0.2592, 0.5918], [-1.5730, -0.2757, 0.1301], [-1.8995, -0.4080, -1.1094], [-1.0162, -0.8493, -2.0381], [-1.4572, -1.0660, -3.3241], [-0.7224, -1.0949, -4.6501], [1.1406, -0.9283, -4.3273], [1.1435, -0.4586, -3.1113], [0.3184, -0.3417, -1.9006], [-2.7333, 0.8985, 4.0546], [-4.3637, 0.3960, 2.6436], [-3.0423, -0.3719, -1.3563], [-2.5292, -1.2462, -4.0097], [-0.6486, -1.2255, -5.5489], [1.4325, -0.5753, -5.1615], [2.3436, -0.4499, -2.8812], [4.7558, 0.7487, 2.0064], [3.7990, 0.4758, -0.2474], [2.0953, 2.5140, -0.6745], [2.1070, -2.0593, 0.2251], [4.6478, -0.0161, -2.1695]], "lumo_ha": [0.0445, 0.0458], "homo_lumo_gap_ev": [5.9, 6.0], "charge": -1, "s_squared": 6.085, "multiplicity": 5}

---

Record 4
{"formula": "C23H35N5OS2SbTi", "method": "ωB97M-V/def2-TZVPD", "symbols": ["Ti", "N", "C", "S", "N", "N", "C", "C", "C", "C", "C", "C", "C", "O", "H", "H", "H", "H", "H", "H", "H", "C", "C", "N", "C", "C", "S", "C", "C", "N", "H", "H", "H", "H", "H", "H", "H", "H", "H", "H", "H", "H", "H", "H", "C", "Sb", "C", "C", "H", "H", "H", "H", "H", "H", "H", "H", "H", "C", "C", "C", "C", "C", "C", "H", "H", "H", "H", "H"], "coordinates": [[0.6867, -1.1763, -0.4954], [4.2024, -3.5100, -2.0603], [3.1185, -2.6815, -1.7358], [1.9051, -3.3639, -0.6845], [3.1038, -1.5169, -2.2710], [1.9941, -0.7161, -1.9731], [2.0105, 0.4046, -2.7185], [1.0398, 1.4430, -2.7061], [1.1889, 2.5251, -3.6037], [0.2685, 3.5478, -3.6905], [-0.8638, 3.5242, -2.8735], [-1.0340, 2.4815, -1.9740], [-0.1015, 1.4484, -1.8471], [-0.3080, 0.4942, -0.9486], [4.4561, -4.1202, -1.2986], [4.9843, -2.9704, -2.4043], [2.8473, 0.5036, -3.4035], [2.0638, 2.5315, -4.2457], [0.4190, 4.3589, -4.3929], [-1.6037, 4.3134, -2.9344], [-1.9034, 2.4495, -1.3241], [-3.1501, -1.2160, -1.5988], [-1.9547, -1.4993, -2.5101], [-0.8957, -2.3044, -1.8822], [-1.3075, -3.6407, -1.4472], [-1.8586, -3.7042, -0.0203], [-0.9749, -2.6267, 1.1495], [-2.3788, -1.7664, 1.8957], [-3.3536, -1.0828, 0.9030], [-2.7860, -0.6551, -0.3321], [-3.7116, -2.1426, -1.4340], [-3.8260, -0.5695, -2.1833], [-1.5057, -0.5530, -2.8103], [-2.3378, -1.9948, -3.4134], [-0.1495, -2.4337, -2.5624], [-0.4213, -4.2692, -1.5024], [-2.0601, -4.0621, -2.1288], [-1.7875, -4.7334, 0.3341], [-2.9058, -3.4190, 0.0209], [-1.9019, -1.0198, 2.5307], [-2.9200, -2.4617, 2.5416], [-3.8069, -0.2481, 1.4571], [-4.1770, -1.7662, 0.6771], [-2.0075, -0.0058, -0.3314], [-2.3833, 3.2826, 3.0848], [-0.9833, 1.8750, 2.1945], [0.2623, 1.8200, 3.9451], [0.1366, 3.4107, 1.1999], [-1.8486, 4.1337, 3.5091], [-2.9454, 2.7855, 3.8773], [-3.0866, 3.6423, 2.3329], [0.3137, 2.8109, 4.3985], [1.2587, 1.4905, 3.6542], [-0.1450, 1.1103, 4.6660], [0.5779, 4.0889, 1.9309], [-0.5231, 3.9642, 0.5332], [0.9169, 2.9433, 0.6031], [3.6702, 0.4705, 3.2081], [3.4809, 1.1781, 2.0280], [2.5889, 0.7074, 1.0691], [1.8554, -0.4789, 1.2332], [2.0711, -1.1605, 2.4418], [2.9557, -0.7036, 3.4127], [4.3657, 0.8295, 3.9584], [4.0345, 2.0949, 1.8527], [2.4838, 1.2722, 0.1452], [1.5503, -2.0971, 2.6244], [3.0969, -1.2666, 4.3299]], "lumo_ha": [0.0896, 0.0895], "homo_lumo_gap_ev": [4.4, 6.7], "charge": -1, "s_squared": 2.037, "multiplicity": 3, "e_above_lowest_ev": 0.000}

---

Record 5
{"formula": "C4H15NO2", "method": "ωB97M-V/def2-TZVPD", "symbols": ["C", "C", "C", "C", "N", "H", "H", "H", "H", "H", "H", "H", "H", "H", "H", "H", "O", "H", "H", "O", "H", "H"], "coordinates": [[-0.4850, -1.0165, -1.3251], [-0.8523, -0.4283, 0.0444], [-2.3248, -0.6862, 0.4477], [0.0830, -0.9875, 1.1763], [0.4263, 0.0314, 2.2266], [-0.2074, -0.1760, -1.9549], [-1.2257, -1.6750, -1.7738], [0.3408, -1.7142, -1.1470], [-0.8452, 0.6580, -0.0728], [-2.3806, -1.0507, 1.4853], [-2.9999, 0.1629, 0.4910], [-2.7962, -1.5233, -0.0824], [0.9699, -1.5465, 0.8891], [-0.5355, -1.6974, 1.7465], [-0.4016, 0.4964, 2.5690], [1.0706, 0.6866, 1.8063], [3.3212, 0.8206, -2.3101], [3.4608, 0.1741, -1.5892], [3.5401, 1.6601, -1.8884], [0.8146, 2.8983, -0.3253], [-0.1349, 2.8664, -0.3779], [1.1618, 2.0468, -0.0351]], "lumo_ha": 0.0183, "homo_lumo_gap_ev": 9.9, "charge": 0, "e_above_lowest_ev": 1.638}